Formula: C6H13NO
Source: OMol25
Level of theory: ωB97M-V/def2-TZVPD

Each atom is followed by the atoms it is bonded to, with distances in Å.
Atoms and positions in Å:
1 C -2.15 -0.96 -0.29  C2 1.525, H9 1.095, H10 1.097, H11 1.093
2 C -1.34 0.23 0.20  C1 1.525, N3 1.466, H12 1.088, H13 1.094
3 N -0.14 -0.28 0.87  C2 1.466, C4 1.501, C6 1.447
4 C 0.85 0.79 1.23  N3 1.501, C5 1.560, H14 1.090, H15 1.088
5 C 1.12 1.97 0.24  C4 1.560, H16 1.087, H17 1.090, H18 1.091
6 C 0.74 -1.28 0.29  N3 1.447, C7 1.528, O8 1.192
7 C 0.97 -1.12 -1.21  C6 1.528, H19 1.084, H20 1.090, H21 1.099
8 O 1.18 -2.17 0.94  C6 1.192
9 H -2.21 -1.89 0.28  C1 1.095
10 H -3.21 -0.69 -0.32  C1 1.097
11 H -1.88 -1.35 -1.28  C1 1.093
12 H -1.89 0.74 0.99  C2 1.088
13 H -1.12 0.91 -0.63  C2 1.094
14 H 0.54 1.26 2.16  C4 1.090
15 H 1.84 0.40 1.42  C4 1.088
16 H 2.09 1.96 -0.23  C5 1.087
17 H 0.38 1.96 -0.56  C5 1.090
18 H 0.96 2.95 0.70  C5 1.091
19 H 0.86 -0.12 -1.62  C7 1.084
20 H 0.40 -1.89 -1.74  C7 1.090
21 H 2.01 -1.40 -1.42  C7 1.099

Results
Calculated total energy: -366.3663 a.u.
Spin multiplicity: 1
SMILES: CCN(CC)C(C)=O
Lowest unoccupied orbital energy: 0.963 eV
Energy above the lowest of the compared OMol25 structures with the same formula, charge and spin: 1.840 eV